Below is a structure of composition C28H74Br3CoN6O7 at a distorted geometry, with properties calculated with ωB97M-V/def2-TZVPD.

Results
* total charge: +1
* total energy: -11070.76166 a.u.
* Kohn-Sham gap (spin up / spin down): 7.7386 / 7.1656 eV
* HOMO level (spin up / spin down): -10.54 / -10.54 eV
* 2S+1: 4
* ⟨S²⟩: 3.756

Last column: Mulliken charge in e.
Element x y z (Å)
Co1 9.024 7.578 -19.648  0.573
C1 11.883 8.394 -22.917  -0.481
C2 11.115 9.233 -21.847  0.281
C3 10.186 10.219 -22.495  -1.097
O1 10.531 8.412 -20.916  2.038
H1 11.817 8.756 -23.943  0.836
H2 11.514 7.381 -23.078  -0.265
H3 12.944 8.290 -22.686  -0.356
H4 12.057 9.693 -21.548  0.054
H5 9.503 10.823 -21.897  0.236
H6 9.656 9.792 -23.347  0.166
H7 10.845 10.929 -22.996  -0.147
C4 12.433 13.111 -26.156  -0.490
Br1 11.772 14.973 -26.262  -0.046
Br2 12.605 12.519 -24.254  0.152
Br3 14.164 12.793 -27.163  -0.043
H8 11.625 12.601 -26.681  0.418
C5 15.450 10.340 -21.894  -1.778
C6 15.702 8.881 -21.398  0.808
C7 17.010 8.715 -20.619  -0.794
O2 18.058 9.140 -21.524  -0.347
C8 18.810 8.177 -22.079  -0.701
N1 14.522 8.653 -20.675  0.160
H9 16.174 10.473 -22.697  0.506
H10 15.726 11.140 -21.207  0.240
H11 14.467 10.636 -22.261  0.526
H12 15.721 8.383 -22.367  0.165
H13 17.121 7.687 -20.274  0.359
H14 17.058 9.340 -19.727  0.356
H15 19.629 8.728 -22.541  0.244
H16 18.229 7.618 -22.813  0.282
H17 19.199 7.470 -21.345  0.308
H18 13.752 8.841 -21.302  -1.032
H19 14.318 9.297 -19.925  0.283
C9 10.449 14.640 -21.585  -0.763
C10 11.543 15.127 -20.642  0.045
C11 12.910 14.371 -20.657  -0.209
O3 13.499 14.646 -19.432  -0.409
C12 14.853 14.100 -19.483  -0.480
N2 11.726 16.500 -20.870  -0.713
H20 10.461 13.553 -21.503  0.016
H21 10.679 14.944 -22.606  0.255
H22 9.504 15.019 -21.197  0.303
H23 11.237 14.928 -19.614  0.365
H24 13.539 14.725 -21.474  0.340
H25 12.660 13.312 -20.725  0.040
H26 15.342 14.573 -20.334  0.334
H27 14.852 13.043 -19.749  0.016
H28 15.344 14.202 -18.515  0.320
H29 12.354 16.774 -20.128  0.322
H30 12.140 16.572 -21.788  0.269
C13 14.161 5.237 -22.098  -1.402
C14 12.809 4.870 -21.461  1.217
C15 12.839 3.539 -20.659  -1.006
O4 12.664 2.385 -21.554  -0.284
C16 13.093 1.184 -21.124  -0.814
N3 12.612 5.932 -20.474  -0.213
H31 14.049 6.015 -22.853  0.038
H32 14.670 4.405 -22.585  0.495
H33 14.763 5.643 -21.284  0.409
H34 12.066 4.997 -22.248  -0.128
H35 11.995 3.473 -19.973  0.339
H36 13.772 3.371 -20.120  0.463
H37 14.153 1.197 -20.872  0.321
H38 12.777 0.422 -21.837  0.222
H39 12.614 0.958 -20.172  0.330
H40 12.015 6.607 -20.931  -0.742
H41 13.381 6.483 -20.119  0.102
C17 11.970 6.617 -26.122  -1.001
C18 11.482 5.196 -26.597  0.909
C19 10.393 5.383 -27.659  -0.972
O5 9.258 5.910 -27.000  -0.305
C20 8.220 4.951 -26.894  -0.772
N4 12.654 4.499 -27.046  -0.738
H42 12.274 7.206 -26.988  0.361
H43 12.756 6.485 -25.378  0.280
H44 11.196 7.041 -25.483  0.125
H45 11.020 4.618 -25.797  -0.162
H46 10.194 4.559 -28.344  0.462
H47 10.775 6.129 -28.355  0.394
H48 7.949 4.603 -27.891  0.420
H49 7.399 5.544 -26.490  0.198
H50 8.430 4.142 -26.195  0.294
H51 13.314 4.507 -26.281  0.270
H52 12.984 4.984 -27.867  0.272
C21 8.226 5.174 -23.355  -1.084
C22 8.241 6.394 -22.360  1.347
C23 6.960 7.203 -22.080  -1.120
O6 7.370 8.215 -21.126  -0.214
C24 6.334 9.210 -20.999  -0.941
N5 8.879 5.886 -21.130  -0.391
H53 7.888 4.294 -22.808  0.315
H54 9.150 4.712 -23.700  0.286
H55 7.659 5.465 -24.240  0.207
H56 8.953 7.111 -22.770  -0.359
H57 6.256 6.495 -21.642  0.450
H58 6.509 7.552 -23.009  0.464
H59 6.530 9.927 -20.202  0.247
H60 5.370 8.750 -20.784  0.337
H61 6.211 9.756 -21.934  0.313
H62 8.774 4.923 -20.843  0.352
H63 9.791 5.682 -21.513  -0.255
C25 12.480 7.401 -16.762  -1.453
C26 11.103 7.653 -17.341  0.220
C27 10.818 9.092 -17.688  -0.637
O7 9.582 9.288 -18.302  -0.416
C28 9.306 10.641 -18.497  -0.766
N6 10.670 6.768 -18.433  -0.251
H64 12.610 7.739 -15.734  0.450
H65 13.274 7.758 -17.417  0.255
H66 12.532 6.312 -16.773  0.393
H67 10.327 7.377 -16.626  0.512
H68 11.563 9.455 -18.395  0.130
H69 10.961 9.667 -16.773  0.569
H70 8.396 10.870 -19.052  0.112
H71 10.062 11.024 -19.181  0.340
H72 9.206 11.140 -17.533  0.335
H73 11.503 6.750 -19.004  0.028
H74 10.514 5.874 -17.991  0.382